(1)
DFT (ωB97M-V with the def2-TZVPD basis set) results for C17H29FNO2OsP2 as an isolated structure in a non-equilibrium geometry.

Summary:
Spin multiplicity: 5
Expectation value of S²: 6.05
Total charge: +1
Frontier orbital gap (alpha / beta) in eV: 4.91 / 6.08
ΔE to the lowest compared entry with this formula, charge and spin in kJ/mol: 12.68
Calculated total energy in eV: -47435.98766

```
53
Properties=species:S:1:pos:R:3:lowdin_charge:R:1
C 2.2176 1.9830 -2.9549 -0.04
C 1.4954 1.6604 -1.7598 -0.37
N 1.3658 0.2994 -1.4352 -0.15
C 2.1655 -0.6125 -2.0061 -0.38
C 3.0239 -0.2735 -3.0657 -0.02
C 3.0354 1.0411 -3.5571 -0.11
C 0.8909 2.5839 -0.9191 -0.23
P 0.3551 2.0162 0.7128 0.68
Os 0.0661 -0.1958 0.2168 1.00
P 0.6089 -2.2737 -0.4400 0.66
C 2.1296 -2.0264 -1.4668 -0.26
O -1.7595 3.0481 -2.3545 -0.04
O -2.7764 1.3405 -0.5328 -0.09
H 2.1922 3.0299 -3.2562 0.11
H 3.7091 -1.0463 -3.4363 0.12
H 3.7076 1.3261 -4.3736 0.10
C 1.8000 2.5604 1.6412 -0.23
C -1.0448 2.9995 1.3202 -0.21
H 2.1357 -2.7596 -2.2865 0.10
H 3.0059 -2.2070 -0.8222 0.10
H -0.9440 2.9094 -1.8823 -0.02
H 0.9192 3.6653 -1.1987 0.11
C 0.9792 -3.5974 0.7346 -0.23
C -0.4957 -3.1004 -1.6432 -0.24
H -1.6345 0.2849 -0.4665 0.10
H -3.6198 0.9196 -0.7710 0.10
H -2.6403 1.9255 -1.2750 0.01
H -1.5817 2.7885 -3.2786 0.09
H 1.3556 -0.8916 1.0282 0.00
H -0.9677 -0.5946 -1.0419 0.03
H 1.9182 3.6430 1.4936 0.07
H 1.6072 2.2958 2.6841 0.04
H 2.6717 2.0253 1.2451 0.06
H -0.8631 4.0702 1.1533 0.07
H -1.9919 2.7035 0.8530 0.03
H -1.1233 2.7822 2.3908 0.05
H 0.0177 -3.9719 -2.0817 0.06
H -1.4123 -3.4171 -1.1221 0.05
H -0.7634 -2.3827 -2.4317 0.05
H 1.2679 -4.5280 0.2216 0.07
H 1.7896 -3.2688 1.3990 0.05
H 0.0826 -3.7719 1.3442 0.05
F -3.4332 -1.9390 4.9906 0.07
C -2.6959 -1.5152 3.9185 -0.22
C -3.0122 -2.0152 2.6537 0.02
C -2.2551 -1.5651 1.5556 -0.11
C -1.1884 -0.6716 1.7406 -0.43
C -0.8935 -0.2017 3.0302 -0.11
C -1.6486 -0.6186 4.1422 0.03
H -3.8155 -2.7237 2.5139 0.12
H -2.4886 -1.9419 0.5607 0.09
H -0.0485 0.4667 3.1819 0.08
H -1.4157 -0.2571 5.1330 0.12
```


(2)
DFT (ωB97M-V with the def2-TZVPD basis set) results for C17H29FNO2P2Ti as an isolated structure in a non-equilibrium geometry.

Summary:
Spin multiplicity: 1
Total charge: +1
Frontier orbital gap in eV: 7.82
ΔE to the lowest compared entry with this formula, charge and spin in kJ/mol: 0.00
Calculated total energy in eV: -68088.78349

```
53
Properties=species:S:1:pos:R:3:lowdin_charge:R:1
C 2.6431 -2.0521 -2.2296 -0.01
C 1.9700 -1.1233 -1.4746 -0.31
N 1.1541 -1.5301 -0.4904 -0.01
C 0.6356 -2.7788 -0.5604 -0.29
C 1.1890 -3.7267 -1.4490 0.01
C 2.2675 -3.3447 -2.2193 -0.03
C 2.3040 0.2966 -1.4509 -0.31
P 1.6158 1.3338 -0.2345 0.83
Ti 0.4436 -0.2180 1.0061 0.61
P -1.4786 -1.6225 0.8396 0.86
C -0.5598 -3.1659 0.2435 -0.22
C -0.8015 1.5149 1.6778 -0.28
C -0.3395 1.9972 2.8717 -0.15
C -1.0999 2.9512 3.5740 -0.08
C -2.2942 3.4357 3.0346 -0.08
C -2.7226 2.9984 1.7558 -0.08
C -1.9526 2.0553 1.0682 -0.14
O 0.8180 0.9959 -3.6129 -0.22
O -0.9262 -0.2498 -2.5488 0.01
H 3.4697 -1.7007 -2.8446 0.14
H 0.6800 -4.6706 -1.4478 0.12
H 2.6950 -4.1125 -2.8485 0.13
C 3.0918 1.7552 0.7074 -0.23
C 1.2909 2.8940 -1.0808 -0.19
H -1.2751 -3.7492 -0.3513 0.10
H -0.2861 -3.7503 1.1359 0.11
H 1.8082 0.4415 -2.4522 0.07
H 3.3278 0.5250 -1.6817 0.12
C -2.2109 -2.1483 2.4526 -0.23
C -2.9307 -1.6583 -0.2347 -0.24
H 0.5785 1.6254 3.2975 0.08
H -0.7394 3.3100 4.5553 0.11
H -2.8693 4.1846 3.6036 0.11
H -3.6595 3.4176 1.3712 0.11
H -2.2938 1.7331 0.0877 0.08
H -0.8353 0.1823 -1.6589 0.03
H -1.7452 0.0727 -2.8414 0.07
H 0.0361 0.2721 -3.2542 0.00
H 1.1109 0.5183 -4.5029 0.12
H -0.5305 0.0521 -0.2513 -0.07
H 3.8770 2.2751 0.1526 0.07
H 2.7999 2.4368 1.5061 0.06
H 3.5354 0.8896 1.2015 0.06
H 2.1881 3.5148 -1.2362 0.07
H 0.8250 2.7440 -2.0655 0.05
H 0.6223 3.5085 -0.4740 0.05
H -3.5184 -2.6066 -0.2000 0.08
H -3.6134 -0.8297 0.0144 0.06
H -2.6268 -1.4818 -1.2811 0.04
H -2.8611 -3.0486 2.3493 0.07
H -1.3753 -2.3424 3.1559 0.06
H -2.7983 -1.2831 2.8235 0.06
F 1.3670 -0.7374 2.4915 -0.41
```


(3)
DFT (ωB97M-V with the def2-TZVPD basis set) results for an isolated ion of composition C17H29N2O3 and charge +1.

Summary:
Spin multiplicity: 1
Total charge: +1
Frontier orbital gap in eV: 7.02
SMILES: CCCCOc1cc(C(=O)OCCN(CC)CC)ccc1[NH3+]
ΔE to the lowest compared entry with this formula, charge and spin in kJ/mol: 27.34
Calculated total energy in eV: -27215.87896

```
51
Properties=species:S:1:pos:R:3:lowdin_charge:R:1
C 0.7445 2.4294 1.0541 -0.10
C 2.1968 2.2186 1.4672 -0.25
C 3.1940 2.8182 0.4723 -0.17
C 3.3476 2.0500 -0.8401 -0.15
O 4.1665 0.8819 -0.6955 -0.06
C 3.6367 -0.3360 -0.4263 -0.20
C 2.2947 -0.6754 -0.3112 0.08
C 1.9346 -1.9880 -0.0346 -0.08
C 0.4920 -2.3712 0.1225 -0.44
O 0.1322 -3.5095 0.2643 0.15
O -0.3060 -1.3102 0.0931 0.00
C -1.7111 -1.5464 0.2319 -0.12
C -2.4649 -0.3430 -0.3442 -0.18
N -3.8878 -0.6001 -0.3233 -0.20
C -4.5060 -0.2477 0.9462 -0.26
C -5.8800 -0.8830 1.1201 -0.08
C -4.5934 -0.1426 -1.5071 -0.24
C -4.6594 1.3756 -1.7043 -0.07
C 2.8955 -2.9834 0.1194 0.02
C 4.2345 -2.6639 -0.0001 0.01
C 4.5880 -1.3548 -0.2678 -0.15
N 5.9979 -0.9331 -0.4083 0.26
H 0.0809 1.9747 1.7846 0.08
H 0.5245 1.9918 0.0829 0.06
H 0.5189 3.4917 1.0023 0.08
H 2.3521 2.7053 2.4315 0.11
H 2.3972 1.1538 1.6080 0.10
H 2.8775 3.8318 0.2231 0.12
H 4.1792 2.8864 0.9394 0.12
H 2.3834 1.7902 -1.2772 0.12
H 3.8980 2.6639 -1.5583 0.13
H 1.5139 0.0569 -0.4200 0.11
H -1.9362 -1.6890 1.2924 0.13
H -1.9857 -2.4601 -0.3024 0.14
H -2.1828 0.5597 0.2215 0.12
H -2.1373 -0.2098 -1.3778 0.13
H -3.8513 -0.6262 1.7346 0.11
H -4.5811 0.8447 1.0771 0.11
H -6.1964 -0.7851 2.1552 0.07
H -6.6262 -0.4031 0.4936 0.07
H -5.8330 -1.9383 0.8665 0.08
H -5.6054 -0.5456 -1.4628 0.11
H -4.0996 -0.5985 -2.3700 0.12
H -3.6616 1.8088 -1.7335 0.07
H -5.1588 1.5980 -2.6431 0.07
H -5.2198 1.8482 -0.9021 0.07
H 2.5728 -3.9901 0.3306 0.13
H 4.9933 -3.4221 0.1150 0.13
H 5.9358 0.0899 -0.5801 0.17
H 6.5421 -1.1190 0.4434 0.19
H 6.4587 -1.3942 -1.2028 0.19
```